Entry 1:
Computed, not measured: an isolated ion of composition C28H45BBr2N2O5PSi and charge +1 in a non-equilibrium geometry, with ωB97M-V/def2-TZVPD.

Results
**LUMO level**: -3.1 eV
**SMILES string**: Cc1ccc(C[C@@]2(COc3ccccc3)C[N@+]([PH2]=O)([C@@H](Br)[C@H](C)Br)[C@](CCO[Si](C)(C)C)(B(O)N(C)C)O2)cc1
**Molecular weight**: 719.4 g mol⁻¹
**Orbital gap**: 7.5 eV
**Net charge**: +1
**HOMO**: -10.571 eV
**Multiplicity**: 1

```
85
Properties=species:S:1:pos:R:3:forces:R:3:mulliken_charge:R:1
C -6.752 1.020 -5.350 0.1 1.5 0.7 -1.00
C -5.327 1.245 -4.541 3.4 0.2 2.6 0.43
C -3.862 1.500 -5.250 -0.6 0.1 3.6 -0.57
C -2.468 1.763 -4.362 -3.8 -0.7 1.6 -0.63
C -2.484 1.768 -2.689 -3.4 -0.8 -3.3 0.54
C -1.068 2.091 -1.958 -1.0 1.0 -1.1 -0.71
C -0.744 1.320 -0.568 0.6 -1.0 -0.1 1.89
C -1.244 2.243 0.688 1.6 -0.4 1.8 -0.98
O -2.435 3.064 0.449 -0.6 -1.1 2.5 -0.31
C -3.327 3.133 1.615 -3.8 0.1 2.7 0.51
C -2.887 3.272 3.187 -2.6 -0.3 -1.0 -0.09
C -3.979 3.310 4.416 -2.0 -0.5 -3.1 -0.40
C -5.595 3.214 4.135 3.0 0.0 -3.9 -0.38
C -6.070 3.125 2.542 3.9 0.1 0.8 -0.37
C -4.967 3.084 1.293 0.6 0.2 3.9 -0.35
C -1.204 -0.224 -0.287 -2.8 1.4 1.2 -1.70
N -0.033 -1.164 -0.656 -2.0 0.5 0.1 0.55
P -0.367 -1.302 -2.442 3.3 -4.4 -5.1 0.62
O 0.305 -2.561 -3.113 -2.0 3.7 2.7 -0.70
C -0.266 -2.465 0.077 0.6 -2.7 2.1 -0.37
Br -2.066 -3.256 -0.481 1.0 1.0 0.5 0.02
C 0.870 -3.621 -0.141 0.4 -1.1 -1.8 0.01
C 0.325 -5.003 -0.869 1.2 -1.2 0.3 -1.28
Br 1.687 -4.293 1.606 -0.8 0.8 -1.1 -0.09
C 1.212 -0.322 -0.308 0.4 3.3 -0.4 0.23
C 2.552 -0.469 -1.234 1.1 -0.3 -0.4 -0.80
C 3.945 -0.782 -0.427 1.0 -0.5 -1.4 -0.32
O 3.964 -2.127 0.239 1.2 2.5 0.2 -0.17
Si 5.480 -2.336 1.107 1.0 -1.4 0.2 0.46
C 6.997 -1.437 0.336 1.2 0.9 -1.3 -1.02
C 5.904 -4.253 1.032 -0.8 0.2 -0.1 -0.91
C 5.423 -1.859 2.973 -0.1 0.1 1.0 -0.93
B 1.495 -0.005 1.315 1.2 -0.5 2.8 0.04
O 1.582 -1.035 2.368 1.2 1.2 -2.6 -0.69
N 1.691 1.449 1.812 -0.1 -2.3 1.3 0.13
C 3.131 1.705 2.205 0.5 0.4 -0.1 -0.74
C 0.944 1.459 3.163 -0.7 1.9 0.5 -0.81
O 0.725 1.040 -0.720 -0.7 -0.3 0.2 -0.56
C -3.943 1.490 -2.003 0.0 -0.1 -3.4 -0.11
C -5.321 1.222 -2.871 3.6 0.8 -2.1 -0.71
H -6.624 0.744 -6.481 0.0 0.3 2.4 0.31
H -7.489 0.303 -4.764 1.9 1.3 -1.3 0.29
H -7.290 2.086 -5.340 1.2 -2.3 0.0 0.26
H -3.849 1.531 -6.431 0.2 -0.1 2.8 0.26
H -1.489 1.968 -4.983 -2.1 -0.5 1.5 0.23
H -1.055 3.267 -1.745 -0.1 -2.6 -0.2 0.40
H -0.211 1.947 -2.777 -1.9 0.0 2.0 0.37
H -1.441 1.499 1.594 0.3 1.8 -1.8 0.29
H -0.352 2.942 1.001 -1.6 -1.4 -0.7 0.18
H -1.722 3.338 3.421 -2.9 -0.1 -0.4 0.20
H -3.644 3.381 5.560 -0.5 -0.1 -3.0 0.28
H -6.432 3.205 4.978 2.2 0.1 -2.0 0.30
H -7.230 3.088 2.289 2.9 0.1 0.5 0.28
H -5.416 3.020 0.206 1.3 0.2 2.4 0.33
H -1.524 -0.536 0.820 1.0 1.3 -2.2 0.30
H -2.215 -0.356 -0.857 2.1 -0.4 0.6 0.44
H 0.327 -0.143 -3.022 -1.1 -0.6 1.2 0.12
H -1.773 -1.339 -2.751 0.8 0.6 0.9 0.25
H -0.384 -2.340 1.258 0.4 0.4 -2.8 0.74
H 1.797 -3.264 -0.780 -2.0 -0.4 1.5 0.22
H 1.296 -5.687 -0.995 -2.0 1.6 0.3 0.39
H -0.093 -4.852 -1.949 0.6 0.0 2.2 0.34
H -0.393 -5.647 -0.165 1.5 1.8 -1.6 0.38
H 2.726 0.567 -1.800 -0.6 -2.2 1.5 0.34
H 2.483 -1.278 -2.090 -0.2 1.4 1.9 0.38
H 4.787 -0.870 -1.271 -1.9 0.6 1.6 0.33
H 4.314 0.081 0.280 -1.1 -1.6 -1.1 0.11
H 8.017 -1.948 0.684 -2.3 1.1 -0.6 0.34
H 7.075 -0.286 0.598 -0.2 -2.3 -0.6 0.26
H 7.000 -1.532 -0.853 0.0 0.3 2.5 0.30
H 7.065 -4.446 1.109 -2.5 0.3 -0.2 0.30
H 5.308 -4.733 1.921 1.3 0.5 -1.7 0.25
H 5.434 -4.623 0.021 1.2 0.4 2.0 0.25
H 5.072 -0.756 3.177 0.5 -2.2 -0.2 0.25
H 4.727 -2.660 3.510 1.4 1.9 -0.8 0.22
H 6.523 -1.934 3.431 -2.4 0.0 -1.0 0.35
H 2.553 -1.243 2.552 -1.8 0.2 -0.2 0.18
H 3.534 0.749 2.769 -0.3 2.0 -1.1 0.15
H 3.727 1.975 1.233 -0.9 -0.6 2.0 0.25
H 3.179 2.618 2.963 -0.1 -1.9 -1.8 0.37
H -0.052 0.846 3.141 2.1 1.0 0.2 0.34
H 1.649 1.212 4.071 -1.6 0.0 -1.8 0.34
H 0.623 2.599 3.311 0.6 -2.4 -0.2 0.23
H -4.041 1.472 -0.838 0.3 0.1 -2.4 0.28
H -6.321 1.030 -2.291 2.2 0.4 -1.2 0.27
```
Forces are in eV/Å.

=====

Entry 2:
Computed, not measured: C28H45InN3O13 as an isolated structure in a non-equilibrium geometry, with ωB97M-V/def2-TZVPD.

Results
**LUMO level**: -2.1 eV
**Molecular weight**: 746.5 g mol⁻¹
**Energy above the lowest of the compared OMol25 structures with the same formula, charge and spin**: 25.0 kcal per mole
**Orbital gap**: 2.4 eV
**Net charge**: -1
**HOMO**: -4.425 eV
**Multiplicity**: 1

```
90
Properties=species:S:1:pos:R:3:forces:R:3:mulliken_charge:R:1
In 20.577 12.098 -12.257 0.2 0.7 0.4 1.36
C 16.827 15.092 -10.243 4.6 -2.7 -1.6 -0.80
C 17.947 14.425 -11.006 -2.1 0.3 1.7 0.17
C 18.064 14.797 -12.563 -0.9 0.1 1.5 0.54
O 19.038 14.344 -13.145 1.6 -1.3 -1.1 -0.38
C 17.058 15.580 -13.165 2.2 -2.1 -0.4 -1.19
C 16.082 16.131 -12.419 -7.1 2.5 -0.4 0.19
C 15.999 15.956 -10.887 -4.1 3.3 2.9 0.31
O 15.116 16.558 -10.082 2.7 -1.5 -3.9 -0.74
O 15.020 16.617 -13.043 3.6 -1.2 2.4 -0.71
O 18.659 13.507 -10.499 -0.3 1.1 -1.2 -0.01
H 16.726 14.938 -9.179 0.0 -0.2 -0.1 0.42
H 16.815 15.496 -14.214 0.7 0.3 -0.3 0.42
C 24.920 8.822 -11.469 4.3 -2.4 0.8 -0.47
C 26.388 8.913 -11.322 0.4 1.2 -1.0 0.29
C 26.963 10.496 -11.476 0.4 -2.5 0.1 0.41
O 28.157 10.649 -11.618 0.5 -0.1 0.3 -0.61
C 26.045 11.556 -11.651 0.0 -1.4 0.0 -0.45
C 24.700 11.259 -11.797 -0.7 5.2 -0.7 0.18
C 24.155 9.886 -11.640 -4.7 0.7 -0.1 -0.25
O 22.878 9.690 -11.731 0.8 1.2 -0.4 -0.31
O 23.972 12.332 -12.036 0.0 -3.0 0.5 -0.23
O 27.190 7.985 -11.266 -1.2 1.2 0.2 -0.63
H 24.528 7.816 -11.459 -0.4 0.1 0.1 0.43
H 26.523 12.507 -11.836 -0.6 0.3 0.0 0.47
C 18.569 7.333 -12.652 -0.7 0.5 1.2 -1.71
C 18.859 8.802 -12.250 0.8 -0.4 -2.1 1.46
C 18.971 8.996 -10.696 0.0 1.3 -1.2 -1.19
O 19.067 10.408 -10.361 0.4 -0.8 -1.1 0.56
C 18.752 10.611 -9.009 -0.3 -0.8 0.5 -1.31
N 20.123 9.156 -13.024 -0.3 0.1 2.0 -0.38
H 19.089 6.657 -11.973 -0.3 -0.2 0.2 0.42
H 18.875 7.016 -13.648 0.0 0.6 -0.1 0.36
H 17.483 7.277 -12.582 -0.1 -0.9 0.1 0.45
H 18.149 9.415 -12.805 -0.5 0.2 1.1 -0.76
H 19.824 8.395 -10.381 0.6 0.3 0.2 0.34
H 18.149 8.616 -10.089 -0.5 -0.3 -0.6 0.53
H 18.635 11.652 -8.709 0.6 0.0 -0.5 0.09
H 19.474 10.035 -8.430 0.2 0.4 0.6 0.39
H 17.789 10.146 -8.801 -0.4 -0.1 0.0 0.53
H 20.702 8.374 -12.755 1.2 0.3 0.0 0.26
H 19.934 8.970 -13.999 -0.2 0.3 -0.2 0.19
C 22.249 10.935 -8.511 -0.7 0.8 1.2 -1.03
O 21.826 12.044 -9.285 0.5 -0.1 -1.4 0.39
C 22.270 13.286 -8.762 -0.5 0.1 1.0 -0.93
C 21.708 14.514 -9.453 -1.2 -1.1 -1.2 -0.67
N 22.048 14.448 -10.896 -1.4 2.2 0.3 -0.09
C 21.456 15.705 -11.561 0.4 -0.3 -0.6 -0.25
C 21.994 15.939 -13.010 -1.0 -2.4 1.6 -1.02
O 21.969 14.623 -13.563 1.6 -0.6 -1.0 0.05
C 22.979 14.402 -14.565 -0.8 1.0 -1.0 -0.68
H 23.321 10.756 -8.435 0.1 0.0 -0.7 0.29
H 21.672 10.035 -8.726 0.3 0.2 -0.7 0.03
H 21.946 11.190 -7.496 0.0 -0.1 0.6 0.53
H 23.350 13.425 -8.705 0.4 -0.7 -0.1 0.33
H 21.868 13.250 -7.750 0.3 0.6 0.6 0.50
H 22.024 15.458 -9.011 0.4 -0.1 0.4 0.48
H 20.621 14.493 -9.371 -0.1 0.0 -0.1 0.12
H 23.057 14.484 -10.872 0.4 -0.1 -0.9 0.19
H 21.611 16.661 -11.062 0.6 0.0 0.8 0.55
H 20.368 15.636 -11.567 0.1 -0.6 -0.1 -0.11
H 23.009 16.320 -12.901 0.0 0.2 -0.5 0.59
H 21.287 16.512 -13.611 0.3 0.7 0.2 0.27
H 23.303 15.369 -14.950 0.2 0.3 0.1 0.44
H 22.511 13.955 -15.442 -0.1 -0.3 0.2 0.04
H 23.882 13.833 -14.346 -0.3 -0.2 1.0 0.10
C 16.402 11.315 -11.388 0.9 0.3 0.9 -1.01
O 17.316 11.491 -12.480 -1.9 -0.5 -1.2 0.33
C 16.635 11.361 -13.778 2.1 1.3 0.0 -0.97
C 17.549 11.999 -14.864 -1.9 -0.6 0.5 -0.74
N 18.890 11.484 -14.978 1.6 2.4 -0.2 0.01
C 19.688 12.380 -15.909 0.5 -1.0 0.6 -0.54
C 21.050 11.713 -16.244 -0.8 0.5 1.7 -1.12
O 21.785 11.586 -14.980 -1.3 -0.7 -1.5 0.46
C 22.946 10.778 -15.094 1.9 1.6 0.3 -0.85
H 16.253 10.272 -11.108 0.0 -0.4 -0.4 0.22
H 15.427 11.799 -11.427 0.0 0.1 -0.9 0.54
H 16.873 11.786 -10.525 0.2 0.0 -0.1 0.03
H 15.779 12.034 -13.751 -0.5 -0.5 0.0 0.63
H 16.428 10.362 -14.163 -0.4 -0.5 1.0 0.24
H 17.375 13.056 -14.664 1.5 0.3 -0.1 0.05
H 17.023 11.851 -15.807 -0.4 -0.1 -0.4 0.56
H 18.983 10.530 -15.294 -0.5 -0.1 -0.1 0.24
H 19.800 13.363 -15.452 0.3 -0.2 0.6 0.12
H 19.161 12.644 -16.826 -0.3 -0.6 -0.4 0.46
H 21.580 12.284 -17.007 0.3 0.4 0.2 0.38
H 20.891 10.736 -16.700 -0.1 -0.4 0.2 0.49
H 23.163 10.082 -14.284 -1.2 -0.5 -0.1 0.07
H 23.762 11.477 -14.909 0.4 0.3 -0.1 0.24
H 23.172 10.427 -16.101 -0.6 -0.5 0.0 0.40
```
Forces are in eV/Å.

=====

Entry 3:
Computed, not measured: a 2-piece molecular cluster, C28H46Br2INO5 overall in a non-equilibrium geometry, with ωB97M-V/def2-TZVPD.

Results
**LUMO level**: 0.0 eV
**SMILES string**: CCCCN[C@@]1(I)OC(=O)C(C[C@H](C)Br)(C[C@H](C)Br)[C@H]1CCc1ccccc1.COCCOCCOC
**Molecular weight**: 763.4 g mol⁻¹
**Orbital gap**: 8.9 eV
**Net charge**: 0
**HOMO**: -8.835 eV
**Multiplicity**: 1

```
83
Properties=species:S:1:pos:R:3:forces:R:3:mulliken_charge:R:1
C 5.331 0.304 3.728 -0.2 0.0 0.0 -1.37
C 4.385 -0.316 2.680 0.9 0.3 0.3 1.16
C 4.726 0.148 1.265 -0.4 0.0 0.1 -0.95
C 3.599 0.013 0.211 0.4 -0.6 -0.1 -0.76
N 2.319 -0.494 0.725 0.1 0.8 0.2 0.19
C 1.255 0.457 0.900 -0.3 -0.4 0.1 -2.49
I 2.008 2.298 1.782 0.0 0.0 -0.2 0.07
O 0.667 0.716 -0.386 0.4 0.1 0.3 -0.14
C -0.511 0.018 -0.405 0.3 0.8 1.0 -0.48
O -0.822 -0.629 -1.334 -0.6 -0.7 -1.2 -0.46
C -1.197 0.180 0.957 0.4 -0.4 -1.2 3.85
C -2.309 -0.888 0.991 -0.1 0.6 0.1 -1.77
C -3.566 -0.624 0.141 -0.5 -0.1 0.7 -0.22
C -4.825 -0.730 1.008 0.3 -0.1 0.1 -1.57
Br -3.802 -1.959 -1.271 0.2 0.2 -0.2 -0.15
C -1.592 1.669 0.949 -1.0 0.0 0.5 -1.82
C -2.420 2.229 2.130 0.4 -0.2 -0.1 -0.19
C -2.418 1.439 3.421 -0.3 0.5 0.2 -1.00
Br -4.257 2.644 1.581 -0.1 0.0 0.0 -0.17
C 0.055 -0.064 1.826 1.0 0.0 -0.1 0.86
C 0.340 -1.492 2.297 -0.7 0.3 0.0 -2.17
C -0.576 -1.964 3.421 0.6 -0.1 0.3 -1.69
C -0.445 -1.190 4.719 -0.3 0.1 0.1 0.52
C 0.674 -0.420 5.053 -0.6 -0.1 0.5 0.01
C 0.727 0.242 6.284 -0.4 -0.4 -0.4 -0.62
C -0.330 0.137 7.183 0.0 0.0 -0.1 -0.46
C -1.456 -0.626 6.863 0.6 0.0 -0.5 -0.80
C -1.506 -1.280 5.635 0.5 0.4 0.2 -0.41
H 4.789 0.553 4.636 -0.1 0.0 0.2 0.33
H 5.778 1.228 3.371 0.1 0.1 -0.1 0.35
H 6.127 -0.376 4.016 0.2 0.0 -0.1 0.34
H 3.373 -0.064 2.962 -0.3 -0.1 -0.2 -0.83
H 4.527 -1.390 2.727 -0.5 -0.3 0.0 0.39
H 5.066 1.180 1.288 0.0 0.2 0.1 0.45
H 5.576 -0.443 0.938 0.2 0.0 -0.2 0.33
H 3.474 0.934 -0.351 -0.1 0.2 0.0 0.29
H 3.942 -0.718 -0.516 -0.1 -0.1 -0.2 0.49
H 1.977 -1.185 0.070 -0.1 -0.2 0.1 0.31
H -1.862 -1.825 0.686 0.1 -0.2 0.0 1.31
H -2.651 -0.994 2.011 -0.1 -0.1 0.1 -0.22
H -3.577 0.353 -0.322 0.3 0.0 -0.4 0.45
H -4.672 -0.225 1.957 0.0 0.3 0.1 0.35
H -5.017 -1.773 1.235 -0.2 -0.2 0.0 0.47
H -5.683 -0.285 0.520 -0.2 -0.1 -0.1 0.37
H -2.138 1.882 0.035 0.0 0.0 -0.2 0.72
H -0.701 2.278 0.895 0.3 0.0 0.0 0.19
H -2.016 3.205 2.361 0.0 0.2 -0.1 0.68
H -1.400 1.225 3.728 0.1 -0.2 0.0 0.06
H -3.023 0.541 3.388 0.1 -0.3 -0.1 0.08
H -2.838 2.066 4.204 -0.1 0.0 0.1 0.62
H 0.104 0.570 2.699 -0.4 0.1 0.1 1.12
H 0.295 -2.181 1.456 0.0 -0.2 -0.1 0.69
H 1.350 -1.513 2.679 0.3 -0.1 -0.1 0.53
H -0.283 -2.991 3.646 0.0 -0.2 0.0 0.64
H -1.616 -2.014 3.133 -0.1 0.0 0.0 0.36
H 1.512 -0.330 4.381 0.1 0.0 -0.1 0.42
H 1.608 0.824 6.505 0.0 0.1 0.2 0.43
H -0.272 0.644 8.136 0.0 0.0 0.1 0.41
H -2.273 -0.716 7.559 -0.1 0.0 0.1 0.42
H -2.372 -1.874 5.384 -0.1 -0.1 -0.1 0.44
C -1.918 0.482 -3.997 -0.1 0.1 -0.2 -0.65
O -1.002 0.970 -4.957 0.0 -0.3 -0.1 -0.39
C 0.349 0.897 -4.535 -0.1 0.2 0.0 -0.19
C 1.269 0.431 -5.642 0.1 0.1 -0.1 -0.45
O 1.143 -0.938 -5.991 0.1 -0.1 0.0 -0.45
C 0.008 -1.361 -6.727 -0.1 -0.1 0.1 -0.28
C -0.023 -0.922 -8.174 -0.2 0.1 -0.1 -0.57
O -0.329 0.456 -8.303 0.3 0.1 0.2 -0.29
C 0.358 1.103 -9.349 -0.1 0.0 0.0 -0.78
H -2.036 1.195 -3.173 0.0 -0.1 0.1 0.27
H -2.880 0.357 -4.494 0.0 0.1 0.0 0.37
H -1.606 -0.484 -3.600 0.0 0.0 0.1 0.30
H 0.451 0.228 -3.675 0.0 0.0 0.0 0.10
H 0.669 1.903 -4.227 0.1 -0.1 0.1 0.37
H 2.290 0.527 -5.264 0.0 0.0 0.0 0.43
H 1.191 1.077 -6.519 -0.2 0.0 0.0 0.13
H -0.921 -1.097 -6.218 0.0 0.2 -0.1 0.09
H 0.075 -2.452 -6.732 0.0 0.0 0.0 0.40
H -0.803 -1.499 -8.690 0.1 -0.1 0.0 0.38
H 0.942 -1.151 -8.641 0.0 0.0 0.0 0.35
H 1.424 0.850 -9.345 0.0 0.0 0.0 0.35
H 0.258 2.176 -9.193 -0.1 0.0 0.0 0.23
H -0.069 0.848 -10.326 0.1 0.0 0.0 0.32
```
Forces are in eV/Å.